{"formula": "C57H114F8N11O16S8", "method": "the ωB97M-V functional and the def2-TZVPD basis", "total_charge": 3, "e_tot_ev": -218487.36664, "homo_energy_ha": -0.39191, "elements": ["C", "N", "C", "C", "C", "C", "C", "C", "C", "C", "N", "C", "C", "C", "H", "H", "H", "H", "H", "H", "H", "H", "H", "H", "H", "H", "H", "H", "C", "C", "C", "N", "C", "C", "C", "C", "C", "C", "H", "H", "H", "H", "H", "H", "H", "H", "H", "H", "H", "H", "H", "H", "H", "H", "H", "H", "H", "H", "C", "C", "C", "N", "C", "C", "C", "C", "C", "C", "H", "H", "H", "H", "H", "H", "H", "H", "H", "H", "H", "H", "H", "H", "H", "H", "H", "H", "H", "H", "C", "C", "C", "N", "C", "C", "C", "C", "C", "C", "H", "H", "H", "H", "H", "H", "H", "H", "H", "H", "H", "H", "H", "H", "H", "H", "H", "H", "H", "H", "C", "C", "C", "N", "C", "C", "C", "C", "C", "C", "H", "H", "H", "H", "H", "H", "H", "H", "H", "H", "H", "H", "H", "H", "H", "H", "H", "H", "H", "H", "C", "C", "C", "N", "C", "C", "C", "C", "C", "C", "H", "H", "H", "H", "H", "H", "H", "H", "H", "H", "H", "H", "H", "H", "H", "H", "H", "H", "H", "H", "N", "S", "O", "O", "F", "S", "O", "O", "F", "N", "S", "O", "O", "F", "S", "O", "O", "F", "N", "S", "O", "O", "F", "S", "O", "O", "F", "N", "S", "O", "O", "F", "S", "O", "O", "F"], "xyz": [[4.23, 0.33, 7.48], [3.45, -0.22, 8.60], [2.14, -0.20, 8.56], [1.42, -0.88, 9.49], [2.06, -1.54, 10.56], [3.48, -1.53, 10.61], [4.16, -0.83, 9.61], [1.27, -2.25, 11.58], [1.47, -1.98, 12.92], [0.69, -2.65, 13.91], [-0.29, -3.50, 13.53], [-0.43, -3.85, 12.22], [0.38, -3.25, 11.25], [-1.22, -3.91, 14.53], [3.95, -0.14, 6.54], [5.30, 0.15, 7.65], [4.10, 1.41, 7.55], [1.72, 0.23, 7.66], [0.35, -1.04, 9.45], [3.92, -2.18, 11.35], [5.24, -0.83, 9.62], [2.22, -1.25, 13.20], [0.73, -2.28, 14.92], [-1.19, -4.58, 11.99], [0.14, -3.48, 10.22], [-0.70, -4.48, 15.30], [-2.04, -4.44, 14.05], [-1.69, -3.08, 15.05], [10.27, -3.19, -2.17], [10.18, -2.65, -3.58], [9.84, -3.71, -4.65], [9.44, -3.08, -6.03], [8.88, -4.23, -6.86], [8.15, -3.72, -8.14], [7.18, -2.50, -7.95], [7.84, -1.34, -7.29], [8.32, -1.95, -5.93], [10.64, -2.48, -6.83], [10.56, -2.44, -1.44], [10.98, -4.01, -2.28], [9.36, -3.72, -1.89], [11.18, -2.27, -3.83], [9.50, -1.81, -3.48], [8.94, -4.25, -4.34], [10.75, -4.27, -4.82], [8.13, -4.74, -6.26], [9.61, -5.02, -7.05], [7.52, -4.45, -8.65], [8.78, -3.40, -8.96], [6.37, -2.92, -7.34], [6.82, -2.13, -8.90], [7.22, -0.46, -7.09], [8.65, -1.21, -8.00], [7.52, -2.42, -5.37], [8.74, -1.12, -5.35], [11.39, -3.26, -6.67], [11.05, -1.61, -6.31], [10.39, -2.48, -7.89], [-5.53, 11.93, -7.72], [-4.61, 11.24, -6.80], [-3.88, 12.32, -5.94], [-2.80, 11.84, -4.90], [-3.36, 10.90, -3.86], [-2.35, 10.29, -2.85], [-1.28, 9.44, -3.62], [-0.53, 10.48, -4.57], [-1.50, 11.26, -5.57], [-2.27, 13.07, -4.18], [-6.26, 12.61, -7.29], [-6.00, 11.20, -8.37], [-5.00, 12.66, -8.34], [-3.95, 10.62, -7.41], [-5.23, 10.59, -6.18], [-4.58, 12.82, -5.27], [-3.41, 13.04, -6.60], [-4.02, 10.18, -4.35], [-4.13, 11.38, -3.26], [-2.93, 9.78, -2.07], [-1.91, 11.07, -2.23], [-1.85, 8.71, -4.20], [-0.63, 8.90, -2.93], [0.16, 9.94, -5.22], [0.00, 11.22, -3.98], [-1.84, 10.62, -6.38], [-0.93, 12.07, -6.03], [-1.98, 13.89, -4.84], [-1.44, 12.80, -3.54], [-3.02, 13.38, -3.45], [0.94, -0.18, -7.81], [0.45, 0.23, -6.38], [1.42, -0.07, -5.28], [0.86, 0.10, -3.90], [1.97, -0.37, -2.92], [1.51, -0.10, -1.47], [1.06, 1.39, -1.18], [-0.02, 1.90, -2.19], [0.44, 1.62, -3.64], [-0.38, -0.84, -3.77], [1.04, -1.26, -7.90], [1.78, 0.40, -8.20], [0.08, 0.06, -8.43], [-0.49, -0.32, -6.30], [0.25, 1.30, -6.45], [2.36, 0.48, -5.38], [1.74, -1.11, -5.27], [2.97, -0.03, -3.20], [2.03, -1.43, -3.18], [2.41, -0.23, -0.87], [0.75, -0.81, -1.17], [1.90, 2.07, -1.10], [0.60, 1.36, -0.19], [-0.07, 2.98, -2.06], [-1.05, 1.66, -1.94], [1.34, 2.17, -3.93], [-0.47, 1.92, -4.15], [-1.16, -0.37, -4.36], [-0.67, -0.90, -2.72], [-0.24, -1.79, -4.27], [-9.33, -4.45, 0.12], [-8.70, -3.00, 0.27], [-8.95, -2.37, 1.64], [-8.32, -0.94, 1.84], [-8.63, -0.59, 3.30], [-7.87, 0.73, 3.70], [-6.42, 0.78, 3.38], [-6.14, 0.33, 1.92], [-6.83, -1.00, 1.56], [-8.97, 0.07, 0.90], [-8.90, -5.28, 0.69], [-9.19, -4.74, -0.92], [-10.39, -4.33, 0.34], [-8.86, -2.28, -0.53], [-7.62, -3.15, 0.26], [-8.62, -3.05, 2.43], [-10.02, -2.14, 1.58], [-8.45, -1.35, 4.05], [-9.71, -0.40, 3.32], [-7.94, 0.86, 4.78], [-8.48, 1.52, 3.27], [-5.85, 0.18, 4.09], [-6.07, 1.79, 3.55], [-5.05, 0.27, 1.92], [-6.34, 1.18, 1.26], [-6.38, -1.85, 2.07], [-6.73, -1.08, 0.48], [-10.03, 0.19, 1.12], [-8.84, -0.22, -0.15], [-8.57, 1.08, 0.91], [-2.30, -9.52, 8.31], [-1.97, -9.59, 6.78], [-1.83, -8.28, 6.00], [-2.03, -8.35, 4.43], [-3.45, -8.83, 4.07], [-3.84, -8.69, 2.61], [-3.64, -7.37, 2.07], [-2.20, -6.82, 2.37], [-1.89, -6.87, 3.88], [-0.87, -9.28, 3.83], [-1.84, -8.70, 8.86], [-1.99, -10.47, 8.74], [-3.35, -9.35, 8.57], [-2.78, -10.22, 6.41], [-1.06, -10.19, 6.69], [-0.89, -7.73, 6.06], [-2.57, -7.58, 6.38], [-4.12, -8.31, 4.76], [-3.55, -9.89, 4.31], [-4.87, -8.97, 2.41], [-3.20, -9.37, 2.04], [-4.42, -6.76, 2.54], [-3.78, -7.45, 0.99], [-2.30, -5.80, 2.00], [-1.44, -7.34, 1.80], [-2.53, -6.27, 4.53], [-0.84, -6.65, 4.09], [-1.09, -10.28, 4.20], [0.08, -8.91, 4.21], [-0.95, -9.21, 2.75], [4.44, -5.78, -3.75], [3.38, -6.74, -4.18], [2.05, -6.21, -3.85], [3.59, -8.20, -4.06], [3.47, -6.50, -5.75], [4.44, -6.30, -2.18], [5.46, -7.30, -1.94], [3.28, -6.08, -1.36], [5.38, -5.05, -1.80], [1.41, 5.19, 4.94], [0.12, 5.64, 5.03], [-0.85, 5.35, 3.98], [-0.13, 6.85, 5.86], [-0.34, 4.47, 6.02], [1.83, 6.53, 4.03], [2.34, 7.68, 4.80], [1.26, 6.80, 2.73], [3.19, 5.97, 3.48], [8.19, 5.62, -2.33], [9.05, 5.32, -3.49], [9.05, 6.27, -4.59], [9.50, 3.98, -3.80], [10.35, 5.92, -2.68], [6.80, 5.39, -3.24], [6.60, 4.01, -3.70], [6.32, 6.53, -4.00], [5.79, 5.49, -2.00], [-5.97, 2.73, -3.17], [-6.50, 2.42, -4.47], [-5.58, 2.43, -5.58], [-7.90, 2.78, -4.73], [-6.68, 0.80, -4.18], [-6.33, 4.38, -3.24], [-7.52, 4.83, -2.53], [-5.97, 5.15, -4.48], [-5.17, 5.00, -2.20]], "mulliken_charge": [-0.945, 0.032, -0.345, -0.618, 0.567, -0.699, -0.149, 0.580, -0.543, -0.373, 0.053, -0.090, -0.611, -0.869, 0.374, 0.321, 0.406, 0.493, 0.525, 0.542, 0.406, 0.565, 0.442, 0.415, 0.490, 0.369, 0.260, 0.401, -1.443, -0.144, -0.692, 0.152, -0.610, -0.764, -0.716, -0.565, -0.890, -1.035, 0.377, 0.359, 0.351, 0.299, 0.285, 0.426, 0.404, 0.467, 0.437, 0.405, 0.317, 0.368, 0.400, 0.399, 0.237, 0.539, 0.453, 0.394, 0.326, 0.460, -1.520, 0.099, -0.817, 0.386, -0.879, -0.758, -0.619, -0.696, -0.562, -1.119, 0.379, 0.386, 0.374, 0.290, 0.317, 0.357, 0.392, 0.430, 0.430, 0.435, 0.315, 0.309, 0.396, 0.388, 0.365, 0.428, 0.316, 0.368, 0.442, 0.369, -1.482, -0.147, -0.743, 0.169, -0.781, -0.660, -0.644, -0.879, -0.598, -1.079, 0.376, 0.375, 0.409, 0.242, 0.338, 0.403, 0.417, 0.449, 0.588, 0.384, 0.330, 0.350, 0.339, 0.441, 0.377, 0.444, 0.414, 0.466, 0.354, 0.349, -1.284, -0.449, -0.546, 0.278, -0.759, -0.637, -0.621, -0.904, -0.695, -1.065, 0.332, 0.383, 0.352, 0.375, 0.293, 0.312, 0.417, 0.399, 0.445, 0.380, 0.350, 0.296, 0.387, 0.403, 0.380, 0.457, 0.524, 0.403, 0.372, 0.422, -1.406, -0.262, -0.648, 0.049, -0.597, -0.737, -0.630, -0.654, -0.543, -0.916, 0.335, 0.379, 0.385, 0.204, 0.392, 0.485, 0.343, 0.409, 0.376, 0.387, 0.299, 0.286, 0.364, 0.347, 0.332, 0.432, 0.433, 0.366, 0.327, 0.464, -0.149, 1.037, -0.623, -0.589, -0.281, 1.032, -0.564, -0.549, -0.312, -0.129, 0.986, -0.622, -0.592, -0.361, 1.088, -0.564, -0.532, -0.274, -0.209, 1.073, -0.580, -0.592, -0.364, 1.066, -0.571, -0.556, -0.267, -0.162, 1.023, -0.587, -0.574, -0.360, 1.081, -0.554, -0.548, -0.316]}

=====

{"formula": "C57H114NO17Rb", "method": "the ωB97M-V functional and the def2-TZVPD basis", "de_lowest_kj_mol": 390.8, "e_tot_ev": -97900.59199, "homo_energy_ha": -0.16177, "elements": ["Rb", "C", "C", "C", "C", "C", "C", "N", "O", "C", "C", "C", "H", "H", "H", "H", "H", "H", "H", "H", "H", "H", "H", "H", "H", "H", "H", "H", "H", "H", "C", "C", "O", "C", "H", "H", "H", "H", "H", "H", "C", "C", "O", "C", "H", "H", "H", "H", "H", "H", "C", "C", "O", "C", "H", "H", "H", "H", "H", "H", "C", "C", "O", "C", "H", "H", "H", "H", "H", "H", "C", "C", "O", "C", "H", "H", "H", "H", "H", "H", "C", "C", "O", "C", "H", "H", "H", "H", "H", "H", "C", "C", "O", "C", "H", "H", "H", "H", "H", "H", "C", "C", "O", "C", "H", "H", "H", "H", "H", "H", "C", "C", "O", "C", "H", "H", "H", "H", "H", "H", "C", "C", "O", "C", "H", "H", "H", "H", "H", "H", "C", "C", "O", "C", "H", "H", "H", "H", "H", "H", "C", "C", "O", "C", "H", "H", "H", "H", "H", "H", "C", "C", "O", "C", "H", "H", "H", "H", "H", "H", "C", "C", "O", "C", "H", "H", "H", "H", "H", "H", "C", "C", "O", "C", "H", "H", "H", "H", "H", "H", "C", "C", "O", "C", "H", "H", "H", "H", "H", "H"], "xyz": [[10.73, 21.10, 6.00], [7.68, 15.24, 4.69], [6.41, 15.58, 5.59], [5.85, 14.31, 6.29], [6.59, 13.89, 7.53], [6.64, 15.05, 8.51], [7.32, 16.32, 7.94], [6.70, 16.67, 6.64], [7.13, 17.97, 6.13], [8.87, 16.14, 8.02], [6.95, 17.41, 8.96], [5.32, 16.06, 4.67], [8.26, 16.06, 4.26], [7.36, 14.66, 3.83], [8.37, 14.55, 5.17], [5.98, 13.39, 5.74], [4.77, 14.43, 6.36], [7.61, 13.54, 7.37], [6.04, 13.10, 8.05], [7.16, 14.74, 9.41], [5.62, 15.25, 8.85], [9.39, 17.07, 7.76], [9.19, 15.46, 7.23], [9.30, 15.67, 8.91], [7.41, 18.37, 8.75], [7.35, 17.12, 9.94], [5.87, 17.55, 9.04], [5.56, 17.04, 4.24], [4.42, 16.18, 5.27], [5.06, 15.26, 3.97], [7.02, 9.81, 2.92], [5.79, 9.06, 2.39], [5.39, 8.08, 3.01], [5.20, 9.54, 1.09], [7.30, 9.49, 3.92], [6.80, 10.87, 2.84], [7.85, 9.63, 2.24], [5.39, 10.60, 0.95], [4.14, 9.31, 1.09], [5.52, 8.90, 0.26], [12.05, 12.33, 1.62], [13.16, 12.67, 0.61], [14.32, 12.56, 0.93], [12.90, 13.14, -0.75], [12.29, 11.32, 1.96], [11.08, 12.46, 1.13], [12.19, 13.06, 2.42], [12.42, 14.12, -0.76], [12.18, 12.50, -1.26], [13.78, 13.35, -1.36], [4.87, 13.50, -5.09], [5.98, 14.10, -4.30], [6.68, 15.05, -4.70], [6.14, 13.41, -2.97], [4.81, 12.41, -5.18], [4.81, 13.81, -6.13], [3.89, 13.70, -4.65], [6.57, 13.97, -2.13], [6.84, 12.60, -3.15], [5.21, 12.93, -2.67], [4.05, 18.39, -0.86], [3.58, 19.55, -1.73], [3.45, 20.66, -1.33], [3.44, 19.15, -3.24], [3.48, 18.27, 0.06], [5.12, 18.48, -0.67], [3.90, 17.46, -1.40], [2.43, 18.79, -3.45], [4.28, 18.48, -3.44], [3.53, 20.10, -3.76], [8.53, 24.25, -0.07], [8.49, 23.65, 1.33], [9.01, 24.20, 2.28], [7.70, 22.35, 1.37], [7.63, 24.21, -0.67], [9.35, 23.73, -0.58], [8.81, 25.31, -0.05], [7.49, 21.90, 2.34], [8.43, 21.61, 1.05], [6.82, 22.35, 0.73], [3.30, 22.60, 4.66], [2.00, 23.14, 5.26], [0.87, 22.76, 4.91], [2.06, 23.96, 6.50], [3.16, 21.56, 4.38], [4.13, 22.57, 5.37], [3.60, 23.09, 3.73], [2.15, 24.95, 6.06], [2.97, 23.71, 7.05], [1.15, 23.80, 7.08], [1.40, 18.44, 16.50], [1.55, 18.02, 15.05], [0.75, 17.27, 14.44], [2.89, 18.45, 14.52], [1.92, 17.91, 17.30], [0.34, 18.53, 16.74], [1.90, 19.40, 16.60], [3.20, 17.85, 13.67], [3.71, 18.50, 15.24], [2.62, 19.44, 14.14], [4.35, 10.74, 13.53], [5.13, 11.86, 14.20], [6.20, 11.62, 14.78], [4.49, 13.26, 14.25], [3.48, 10.48, 14.14], [5.03, 9.90, 13.58], [4.00, 10.97, 12.52], [5.08, 13.84, 14.96], [3.48, 13.24, 14.67], [4.47, 13.72, 13.26], [0.93, 18.13, 7.72], [0.30, 16.74, 7.46], [-0.55, 16.63, 6.63], [0.67, 15.58, 8.37], [1.97, 18.09, 7.39], [1.08, 18.39, 8.77], [0.45, 18.92, 7.15], [1.49, 15.89, 9.02], [1.11, 14.74, 7.84], [-0.08, 15.46, 9.15], [8.85, 7.53, 11.26], [9.75, 8.26, 10.35], [10.56, 7.64, 9.64], [9.59, 9.72, 10.27], [9.12, 7.74, 12.30], [8.97, 6.46, 11.08], [7.82, 7.78, 11.02], [10.18, 10.22, 11.04], [8.53, 9.90, 10.42], [9.94, 10.01, 9.28], [9.98, 26.60, 9.80], [9.83, 25.10, 10.14], [10.57, 24.25, 9.70], [8.76, 24.69, 11.10], [10.03, 27.17, 10.73], [9.15, 26.96, 9.20], [10.92, 26.72, 9.26], [8.16, 25.47, 11.56], [9.26, 24.31, 11.99], [8.15, 23.84, 10.81], [15.98, 17.03, 4.03], [14.47, 17.07, 4.32], [13.72, 18.01, 4.00], [13.82, 15.95, 5.18], [16.40, 18.02, 3.86], [16.07, 16.53, 3.06], [16.51, 16.56, 4.86], [12.89, 15.85, 4.63], [13.73, 16.27, 6.22], [14.38, 15.01, 5.19], [13.25, 18.05, 13.78], [12.54, 16.79, 14.04], [13.09, 15.71, 13.91], [11.11, 16.85, 14.42], [13.48, 17.97, 12.71], [14.19, 18.13, 14.34], [12.66, 18.96, 13.72], [10.99, 17.63, 15.17], [10.88, 15.92, 14.94], [10.51, 16.97, 13.52], [10.00, 17.79, -0.61], [10.15, 18.51, -1.96], [9.46, 19.52, -2.19], [11.07, 18.07, -3.08], [10.21, 16.72, -0.57], [8.97, 17.79, -0.25], [10.60, 18.33, 0.11], [11.95, 18.70, -2.97], [10.67, 18.31, -4.07], [11.35, 17.02, -3.01], [8.01, 20.80, 14.47], [8.65, 21.24, 15.76], [9.83, 21.01, 16.04], [7.74, 21.99, 16.71], [8.58, 21.24, 13.65], [7.03, 21.27, 14.41], [7.62, 19.78, 14.44], [8.39, 22.50, 17.42], [6.99, 21.37, 17.20], [7.17, 22.72, 16.14], [-0.20, 13.46, 2.03], [-0.92, 14.03, 0.79], [-0.49, 13.75, -0.37], [-2.13, 14.84, 1.14], [0.24, 12.53, 1.68], [-0.95, 13.29, 2.80], [0.62, 14.09, 2.37], [-2.56, 15.15, 0.19], [-1.82, 15.73, 1.69], [-2.81, 14.27, 1.77]], "mulliken_charge": [0.911, -1.747, 1.809, -1.002, -0.698, -1.320, 1.461, 0.392, -0.914, -1.507, -1.755, -1.822, 0.245, 0.438, 0.356, 0.230, 0.338, 0.278, 0.412, 0.458, 0.380, 0.280, 0.306, 0.318, 0.278, 0.384, 0.381, 0.325, 0.376, 0.397, -0.892, 0.799, -0.575, -1.028, 0.286, 0.207, 0.281, 0.305, 0.338, 0.279, -0.803, 0.729, -0.562, -0.867, 0.308, 0.264, 0.200, 0.098, 0.308, 0.328, -1.185, 0.867, -0.586, -1.048, 0.358, 0.332, 0.322, 0.325, 0.299, 0.316, -0.945, 0.713, -0.539, -1.038, 0.342, 0.208, 0.304, 0.291, 0.345, 0.320, -1.051, 0.838, -0.588, -1.038, 0.347, 0.270, 0.321, 0.340, 0.231, 0.332, -1.055, 0.818, -0.578, -0.967, 0.325, 0.292, 0.289, 0.262, 0.307, 0.309, -1.061, 0.795, -0.582, -1.080, 0.311, 0.299, 0.332, 0.342, 0.328, 0.315, -1.002, 0.813, -0.576, -1.018, 0.293, 0.282, 0.334, 0.288, 0.316, 0.270, -0.982, 0.730, -0.533, -0.990, 0.241, 0.316, 0.316, 0.280, 0.300, 0.320, -1.066, 0.826, -0.591, -0.967, 0.293, 0.305, 0.328, 0.289, 0.286, 0.297, -1.021, 0.713, -0.583, -0.940, 0.323, 0.307, 0.304, 0.313, 0.269, 0.318, -0.980, 0.656, -0.608, -0.821, 0.319, 0.266, 0.321, 0.249, 0.278, 0.322, -0.952, 0.683, -0.572, -0.882, 0.288, 0.288, 0.296, 0.297, 0.317, 0.237, -0.906, 0.777, -0.572, -0.980, 0.290, 0.264, 0.242, 0.282, 0.328, 0.272, -1.008, 0.785, -0.569, -1.079, 0.259, 0.328, 0.340, 0.312, 0.288, 0.344, -0.931, 0.794, -0.602, -1.074, 0.298, 0.312, 0.261, 0.298, 0.312, 0.331]}